Here is a gas-phase ion, C3H4NO2 (charge +1) from the Open Molecules 2025 dataset. Energies are from ωB97M-V/def2-TZVPD.

Summary:
lowest unoccupied orbital energy = -5.41 eV
energy = -8751.3951 eV
highest occupied orbital energy = -0.575 hartree
charge = +1
SMILES string = [NH2+]=C=CC(=O)O
M = 86.07 g/mol
relative energy (zero: lowest compared OMol25 entry of this formula, charge and spin) = 36.74 kcal/mol

Positions of all 10 atoms, in Å:
N1 1.183 0.230 0.634
C1 0.308 0.418 -0.242
C2 -0.776 0.693 -0.785
C3 -1.900 0.016 0.107
O1 -2.094 0.507 1.157
O2 -2.334 -0.988 -0.549
H1 1.798 0.962 0.908
H2 1.598 -0.669 0.564
H3 -0.938 1.111 -1.746
H4 -3.118 -1.404 -0.256

Here is 2 unconnected molecules or ions with the total composition C4H11NO2 from the Open Molecules 2025 dataset. Energies are from ωB97M-V/def2-TZVPD.

Summary:
lowest unoccupied orbital energy = 0.47 eV
energy = -9911.3654 eV
highest occupied orbital energy = -0.350 hartree
SMILES string = CC(C)N.O=CO
M = 105.14 g/mol
relative energy (zero: lowest compared OMol25 entry of this formula, charge and spin) = 20.21 kcal/mol

Positions of all 18 atoms, in Å:
C1 -1.035 -1.713 1.599
C2 -1.119 -1.032 0.224
C3 -0.202 -1.688 -0.794
N1 -2.472 -0.898 -0.293
H1 -0.018 -1.665 1.995
H2 -1.683 -1.177 2.291
H3 -1.322 -2.768 1.596
H4 -0.726 -0.035 0.446
H5 -0.194 -1.159 -1.747
H6 0.820 -1.739 -0.413
H7 -0.537 -2.712 -0.976
H8 -3.008 -0.263 0.294
H9 -2.957 -1.790 -0.237
O1 0.880 2.712 -0.602
C4 1.464 1.692 -0.438
O2 2.720 1.645 0.058
H10 1.020 0.705 -0.631
H11 3.040 0.754 0.001

Here is 12 unconnected molecules or ions with the total composition H24O12 from the Open Molecules 2025 dataset. Energies are from ωB97M-V/def2-TZVPD.

Summary:
lowest unoccupied orbital energy = -0.23 eV
energy = -24955.5139 eV
highest occupied orbital energy = -0.374 hartree
SMILES string = O.O.O.O.O.O.O.O.O.O.O.O
M = 216.18 g/mol
relative energy (zero: lowest compared OMol25 entry of this formula, charge and spin) = 142.53 kcal/mol

Positions of all 36 atoms, in Å:
O1 -1.866 -1.238 -2.414
H1 -1.997 -2.150 -2.635
H2 -2.569 -0.699 -2.554
O2 1.294 -4.479 -0.531
H3 1.452 -3.774 0.039
H4 2.099 -4.176 -1.176
O3 -1.240 -3.833 -1.388
H5 -1.713 -3.872 -0.441
H6 -0.430 -4.203 -0.962
O4 0.218 2.271 2.959
H7 -0.020 1.789 2.152
H8 0.090 1.472 3.446
O5 0.794 4.762 1.153
H9 1.587 4.322 0.973
H10 0.647 4.077 1.975
O6 -1.234 -0.269 1.516
H11 -0.254 -0.459 1.518
H12 -1.455 -0.359 0.519
O7 -1.088 2.360 -2.675
H13 -1.146 1.350 -2.440
H14 -1.892 2.738 -2.449
O8 0.614 1.541 0.072
H15 1.428 1.337 -0.323
H16 0.545 2.211 0.803
O9 1.346 -1.147 0.822
H17 2.061 -0.428 0.630
H18 1.861 -1.901 0.736
O10 -3.208 -0.343 -0.620
H19 -3.252 -1.158 0.051
H20 -2.767 0.499 -0.378
O11 1.225 1.051 -2.691
H21 0.740 1.851 -2.486
H22 1.040 0.720 -3.459
O12 2.651 -0.174 3.193
H23 2.082 -0.450 3.798
H24 2.358 0.762 3.266

Here is a molecular structure, C31H47GdNO2P2S2 from the Open Molecules 2025 dataset. Energies are from ωB97M-V/def2-TZVPD.

Summary:
lowest unoccupied orbital energy (spin up / spin down) = -2.84 / -7.23 eV
energy = -99564.8857 eV
highest occupied orbital energy (spin up / spin down) = -0.290 / -0.342 hartree
charge = +1
M = 749.05 g/mol
relative energy (zero: lowest compared OMol25 entry of this formula, charge and spin) = 73.96 kcal/mol
multiplicity = 8

Positions of all 86 atoms, in Å:
Gd1 -0.635 -0.286 0.417
C1 0.752 -0.049 2.390
C2 1.679 0.386 1.374
C3 -0.054 1.936 1.476
C4 -0.300 0.938 2.471
C5 1.186 1.621 0.836
C6 0.921 -1.211 3.295
H1 1.443 -2.042 2.799
H2 -0.059 -1.578 3.649
H3 1.497 -0.939 4.197
C7 -1.490 0.895 3.354
H4 -1.401 0.131 4.135
H5 -2.406 0.639 2.788
H6 -1.657 1.887 3.807
C8 -0.859 3.169 1.264
H7 -0.831 3.813 2.155
H8 -1.912 2.925 1.067
H9 -0.472 3.745 0.418
C9 1.997 2.625 0.093
H10 2.513 3.318 0.787
H11 1.374 3.255 -0.557
H12 2.777 2.168 -0.528
C10 3.089 -0.075 1.252
H13 3.743 0.465 1.959
H14 3.501 0.097 0.252
H15 3.198 -1.143 1.471
C11 -0.931 -2.380 -1.266
C12 0.122 -2.642 -0.434
C13 1.567 -2.734 -0.866
C14 1.986 -1.757 -2.010
C15 1.537 -0.341 -1.841
C16 0.342 0.168 -2.235
C17 -0.635 -0.592 -3.120
C18 -0.869 -2.079 -2.747
H16 1.825 -3.767 -1.183
H17 1.678 -2.182 -2.977
H18 2.207 -2.544 0.012
H19 -0.121 -2.716 -3.249
H20 -1.950 -2.524 -0.867
H21 -0.104 -3.043 0.571
H22 -1.839 -2.388 -3.185
H23 -1.605 -0.072 -3.106
H24 0.154 1.255 -2.158
H25 -0.303 -0.541 -4.174
H26 3.090 -1.762 -2.054
H27 2.318 0.343 -1.495
P1 -1.184 -0.722 -7.258
P2 -0.883 1.939 -8.707
C19 -1.212 -0.822 -9.129
C20 -1.574 0.536 -9.737
H28 -1.949 -1.584 -9.419
H29 -0.217 -1.154 -9.461
H30 -1.196 0.633 -10.764
H31 -2.665 0.682 -9.747
C21 -1.681 3.321 -9.617
H32 -1.247 4.263 -9.261
H33 -2.752 3.318 -9.381
H34 -1.540 3.233 -10.702
C22 0.782 2.018 -9.502
H35 0.699 2.010 -10.597
H36 1.393 1.172 -9.165
H37 1.260 2.950 -9.173
C23 -2.663 -1.765 -6.913
H38 -2.716 -1.967 -5.834
H39 -2.620 -2.710 -7.472
H40 -3.559 -1.203 -7.208
C24 0.166 -1.928 -6.924
H41 1.116 -1.470 -7.227
H42 0.014 -2.862 -7.482
H43 0.208 -2.138 -5.846
O1 -2.463 -1.283 6.665
S1 -2.061 -2.437 5.896
O2 -0.966 -3.247 6.372
N1 -1.844 -2.044 4.296
C25 -2.731 -2.524 3.432
S2 -2.685 -2.026 1.795
C26 -3.706 -3.414 4.109
C27 -4.757 -4.219 3.640
C28 -5.597 -4.881 4.551
C29 -5.387 -4.796 5.942
C30 -4.275 -4.083 6.414
C31 -3.478 -3.417 5.491
H44 -4.881 -4.317 2.562
H45 -6.429 -5.486 4.178
H46 -6.057 -5.287 6.651
H47 -4.012 -4.031 7.470

Here is a molecular structure, C14H22AgO10S from the Open Molecules 2025 dataset. Energies are from ωB97M-V/def2-TZVPD.

Summary:
lowest unoccupied orbital energy (spin up / spin down) = 0.49 / 0.44 eV
energy = -50178.2761 eV
highest occupied orbital energy (spin up / spin down) = -0.097 / -0.343 hartree
M = 490.25 g/mol
multiplicity = 2

Positions of all 48 atoms, in Å:
Ag1 1.469 1.141 0.203
O1 0.278 2.568 -1.065
C1 0.221 3.631 -1.627
O2 0.163 3.814 -2.953
C2 0.062 5.178 -3.359
C3 -0.240 5.878 -1.988
C4 0.211 4.987 -0.888
H1 -0.766 5.335 -4.050
H2 0.965 5.589 -3.811
H3 -1.275 6.216 -1.947
H4 0.327 6.806 -1.923
H5 -0.548 4.793 -0.130
H6 1.113 5.337 -0.385
O3 0.489 0.903 2.362
C5 -0.451 0.264 2.897
O4 -1.411 0.971 3.472
C6 -2.307 0.197 4.205
C7 -2.043 -1.262 3.913
C8 -0.741 -1.247 2.968
H7 -3.211 0.619 3.765
H8 -2.162 0.513 5.238
H9 -2.919 -1.708 3.443
H10 -1.797 -1.934 4.735
H11 -0.895 -1.598 1.948
H12 0.182 -1.726 3.295
O5 2.757 -0.653 -0.815
C9 2.640 -1.658 -0.114
O6 2.568 -1.578 1.283
C10 2.733 -2.915 1.818
C11 3.315 -3.684 0.609
C12 2.764 -3.076 -0.521
H13 1.785 -3.442 1.928
H14 3.426 -3.079 2.643
H15 3.126 -4.756 0.649
H16 4.402 -3.625 0.549
H17 1.759 -3.464 -0.684
H18 3.274 -3.098 -1.484
C13 -1.460 -2.402 -3.066
C14 -2.671 -1.517 -2.894
O7 -2.382 -0.891 -1.584
S1 -1.182 -1.592 -0.715
O8 -1.550 -2.693 0.195
O9 -0.297 -0.490 -0.191
O10 -0.420 -2.229 -2.128
H19 -1.093 -2.136 -4.058
H20 -1.825 -3.411 -3.259
H21 -3.629 -2.002 -2.708
H22 -2.753 -0.876 -3.771

Here is a single C4H5NO2 molecule from the Open Molecules 2025 dataset. Energies are from ωB97M-V/def2-TZVPD.

Summary:
lowest unoccupied orbital energy = 0.45 eV
energy = -9809.4800 eV
highest occupied orbital energy = -0.302 hartree
SMILES string = COC1=C=CON1
M = 99.09 g/mol
relative energy (zero: lowest compared OMol25 entry of this formula, charge and spin) = 111.49 kcal/mol

Positions of all 12 atoms, in Å:
C1 0.599 -0.014 -1.935
O1 1.167 -0.386 -0.686
C2 0.453 -0.174 0.415
C3 0.927 -0.181 1.734
C4 -0.251 0.112 2.350
O2 -1.374 0.285 1.551
N1 -0.873 0.156 0.289
H1 -0.276 -0.627 -2.188
H2 0.315 1.044 -1.923
H3 1.375 -0.185 -2.681
H4 -0.520 0.277 3.388
H5 -1.542 -0.307 -0.314

Here is a single C3H6N2OS molecule from the Open Molecules 2025 dataset. Energies are from ωB97M-V/def2-TZVPD.

Summary:
lowest unoccupied orbital energy = 0.73 eV
energy = -19069.5779 eV
highest occupied orbital energy = -0.316 hartree
SMILES string = ON1CCNC1=S
M = 118.16 g/mol
relative energy (zero: lowest compared OMol25 entry of this formula, charge and spin) = 59.70 kcal/mol

Positions of all 13 atoms, in Å:
O1 -0.693 -0.810 2.082
N1 -0.384 -0.113 0.891
C1 -1.008 -0.411 -0.391
C2 -0.183 0.439 -1.314
N2 1.101 0.250 -0.661
C3 0.963 0.136 0.689
S1 2.092 0.108 1.912
H1 -0.222 -0.187 2.683
H2 -2.054 -0.143 -0.480
H3 -0.855 -1.434 -0.730
H4 -0.482 1.534 -1.282
H5 -0.257 0.061 -2.336
H6 1.981 0.571 -1.064

Here is a molecular structure, C8H9IrN2O5S from the Open Molecules 2025 dataset. Energies are from ωB97M-V/def2-TZVPD.

Summary:
lowest unoccupied orbital energy (spin up / spin down) = -12.20 / -16.03 eV
energy = -35293.2832 eV
highest occupied orbital energy (spin up / spin down) = -0.571 / -0.806 hartree
charge = +3
M = 437.45 g/mol
relative energy (zero: lowest compared OMol25 entry of this formula, charge and spin) = 16.20 kcal/mol
multiplicity = 6

Positions of all 26 atoms, in Å:
O1 -2.375 -4.360 0.864
C1 -1.964 -3.389 0.441
Ir1 0.423 0.953 -0.234
O2 1.452 -1.544 1.339
C2 1.052 -0.627 0.750
C3 1.791 2.165 0.271
O3 2.456 3.086 0.426
C4 -0.687 2.363 -1.227
O4 -1.147 3.115 -1.928
C5 0.629 -0.047 -1.881
O5 0.614 -0.412 -2.979
H1 -1.227 -2.446 0.039
C6 1.446 0.938 4.698
N1 0.403 1.223 3.696
C7 -0.436 0.386 3.092
S1 -1.209 1.040 1.630
N2 -0.785 -0.836 3.451
C8 -0.247 -1.613 4.565
H2 1.252 0.037 5.265
H3 1.470 1.753 5.411
H4 2.438 0.853 4.251
H5 0.436 2.135 3.216
H6 -1.447 -1.288 2.801
H7 -0.360 -1.090 5.506
H8 -0.822 -2.524 4.650
H9 0.799 -1.878 4.434

Here is 7 unconnected molecules or ions with the total composition C15H44FI2O9P2S from the Open Molecules 2025 dataset. Energies are from ωB97M-V/def2-TZVPD.

Summary:
lowest unoccupied orbital energy = 2.14 eV
energy = -83020.9703 eV
highest occupied orbital energy = -0.165 hartree
charge = -1
M = 735.33 g/mol

Positions of all 74 atoms, in Å:
C1 -1.474 -4.164 0.685
C2 -2.034 -2.872 1.589
F1 -0.776 -2.145 2.002
C3 -3.093 -1.938 0.761
C4 -4.485 -2.852 0.672
O1 -2.345 -1.711 -0.518
P1 -2.345 -0.077 -1.120
C5 -3.848 -0.524 -2.212
C6 -0.743 0.533 -0.277
C7 0.530 -0.493 -0.366
C8 1.515 -0.111 0.928
I1 2.030 2.061 0.941
O2 -3.252 0.552 0.266
C9 -3.547 -0.472 1.323
S1 -2.827 0.225 2.902
P2 -5.442 -0.122 1.594
O3 -6.294 -0.047 0.076
I2 -5.767 2.128 2.591
H1 -0.504 -3.734 0.137
H2 -2.208 -4.478 -0.169
H3 -1.170 -5.086 1.357
H4 -2.600 -3.260 2.554
H5 -5.250 -2.429 -0.136
H6 -4.991 -2.970 1.746
H7 -4.267 -3.970 0.323
H8 -1.546 -0.627 -2.215
H9 -2.302 1.171 -1.870
H10 -4.116 -1.684 -2.171
H11 -3.506 -0.339 -3.341
H12 -4.779 0.171 -2.042
H13 -0.418 1.527 -0.853
H14 -0.882 0.866 0.852
H15 1.180 -0.250 -1.333
H16 0.259 -1.631 -0.373
H17 2.524 -0.706 0.925
H18 1.000 -0.301 1.966
H19 -2.251 -0.814 3.696
H20 -6.371 0.898 -0.271
C10 6.094 2.764 -0.787
O4 4.751 3.200 -0.898
H21 6.727 3.402 -1.409
H22 6.418 2.838 0.254
H23 6.172 1.730 -1.132
H24 4.214 2.617 -0.335
C11 -5.430 -5.825 2.286
O5 -4.066 -5.600 1.980
H25 -5.996 -4.915 2.077
H26 -5.813 -6.641 1.668
H27 -5.530 -6.079 3.344
H28 -3.589 -6.425 2.175
C12 -9.868 0.692 0.153
O6 -9.172 -0.411 0.704
H29 -10.930 0.444 0.083
H30 -9.742 1.564 0.801
H31 -9.480 0.908 -0.845
H32 -8.234 -0.161 0.753
C13 7.568 -0.292 -3.205
O7 7.154 0.171 -1.932
H33 7.665 0.562 -3.879
H34 8.535 -0.793 -3.114
H35 6.823 -0.985 -3.602
H36 7.077 -0.609 -1.356
C14 6.873 4.962 2.053
O8 7.569 3.859 2.603
H37 5.812 4.714 1.983
H38 7.000 5.833 2.700
H39 7.261 5.178 1.054
H40 8.508 4.109 2.653
C15 8.854 4.545 -3.091
O9 8.350 5.215 -1.950
H41 9.407 3.660 -2.768
H42 8.023 4.239 -3.732
H43 9.524 5.212 -3.639
H44 7.864 5.995 -2.267

Here is 2 unconnected molecules or ions with the total composition CH3IO2S2 from the Open Molecules 2025 dataset. Energies are from ωB97M-V/def2-TZVPD.

Summary:
lowest unoccupied orbital energy = -1.22 eV
energy = -34949.6811 eV
highest occupied orbital energy = -0.346 hartree
M = 238.07 g/mol
relative energy (zero: lowest compared OMol25 entry of this formula, charge and spin) = 41.03 kcal/mol

Positions of all 9 atoms, in Å:
C1 0.046 -1.348 -1.260
O1 -3.472 2.196 -1.059
O2 0.014 -0.157 -1.155
S1 -1.284 2.134 0.932
S2 -2.402 1.323 -0.744
I1 -3.403 -0.841 0.139
H1 -1.978 2.857 1.704
H2 -0.829 -1.918 -1.041
H3 0.885 -1.971 -1.722

Here is a gas-phase ion, C9H15FN5 (charge +1) from the Open Molecules 2025 dataset. Energies are from ωB97M-V/def2-TZVPD.

Summary:
lowest unoccupied orbital energy (spin up / spin down) = -6.35 / -6.35 eV
energy = -19733.3161 eV
highest occupied orbital energy (spin up / spin down) = -0.467 / -0.467 hartree
charge = +1
SMILES string = CC(C)CN(N)[C@@]1(F)CC=NC(C#N)=[NH+]1
M = 212.25 g/mol

Positions of all 30 atoms, in Å:
C1 -2.357 -0.261 -1.844
C2 -1.116 -1.146 -1.837
C3 -0.848 -1.471 -3.300
C4 0.162 -0.383 -1.373
N1 0.212 -0.291 0.133
N2 0.163 -1.552 0.767
C5 0.346 0.928 0.970
F1 -0.581 1.861 0.441
C6 -0.217 0.685 2.395
C7 0.338 1.677 3.305
N3 1.584 1.972 3.201
C8 2.280 1.563 2.136
C9 3.701 1.347 2.225
N4 4.812 1.221 2.372
N5 1.688 1.399 0.946
H1 -2.325 0.688 -2.431
H2 -3.170 -0.903 -2.203
H3 -2.605 0.016 -0.733
H4 -1.503 -2.071 -1.375
H5 -0.914 -2.542 -3.380
H6 0.159 -1.162 -3.489
H7 -1.545 -1.039 -3.961
H8 1.000 -0.871 -1.684
H9 0.243 0.634 -1.802
H10 -0.826 -1.826 0.890
H11 0.580 -2.259 0.253
H12 -0.094 -0.419 2.653
H13 -1.250 0.978 2.369
H14 -0.331 2.078 4.027
H15 2.413 1.146 0.332

Here is a molecular structure, C33H28Br2F2N6O2STi from the Open Molecules 2025 dataset. Energies are from ωB97M-V/def2-TZVPD.

Summary:
lowest unoccupied orbital energy = -0.59 eV
energy = -227183.7941 eV
highest occupied orbital energy = -0.266 hartree
M = 818.37 g/mol
relative energy (zero: lowest compared OMol25 entry of this formula, charge and spin) = 52.31 kcal/mol

Positions of all 75 atoms, in Å:
Ti1 -0.236 0.654 0.071
N1 -1.873 4.495 1.955
C1 -1.614 3.388 1.227
S1 -1.989 1.853 1.886
N2 -1.163 3.575 0.012
N3 -0.935 2.469 -0.707
C2 -1.069 2.561 -1.989
C3 -1.360 1.408 -2.785
C4 -1.404 1.473 -4.177
C5 -1.981 0.466 -4.919
C6 -2.596 -0.591 -4.261
C7 -2.582 -0.678 -2.884
C8 -1.912 0.280 -2.095
O1 -1.855 0.181 -0.803
H1 -2.248 4.407 2.879
H2 -1.572 5.387 1.603
H3 -1.224 3.549 -2.428
H4 -0.998 2.345 -4.670
H5 -2.011 0.533 -5.996
H6 -3.096 -1.356 -4.839
H7 -3.101 -1.486 -2.383
F1 2.081 5.109 2.358
C9 1.915 3.769 2.456
C10 1.277 3.103 1.427
C11 1.013 1.725 1.471
C12 1.572 1.045 2.587
C13 2.255 1.746 3.586
F2 2.866 1.101 4.617
C14 2.396 3.118 3.573
C15 1.554 -0.423 2.580
C16 1.719 -1.222 3.721
C17 1.870 -2.587 3.578
C18 1.848 -3.129 2.300
C19 1.585 -2.279 1.238
N4 1.427 -0.971 1.363
H8 0.993 3.716 0.579
H9 2.902 3.630 4.371
H10 1.727 -0.784 4.704
H11 2.010 -3.211 4.449
H12 2.018 -4.181 2.140
H13 1.529 -2.667 0.228
Br1 -4.693 -3.307 3.970
C20 -3.287 -2.455 3.028
C21 -2.515 -1.487 3.652
C22 -1.530 -0.875 2.893
N5 -1.249 -1.206 1.642
C23 -1.928 -2.214 1.079
C24 -3.002 -2.833 1.729
C25 -1.470 -2.636 -0.254
C26 -1.978 -3.759 -0.911
C27 -1.535 -4.033 -2.194
Br2 -2.139 -5.586 -3.106
C28 -0.648 -3.168 -2.811
C29 -0.172 -2.107 -2.056
N6 -0.526 -1.869 -0.808
H14 -2.686 -1.197 4.676
H15 -0.944 -0.076 3.326
H16 -3.607 -3.585 1.244
H17 -2.690 -4.411 -0.436
H18 -0.331 -3.312 -3.831
H19 0.530 -1.402 -2.476
C30 2.033 0.789 -3.220
C31 2.236 0.668 -1.695
C32 3.109 -0.558 -1.357
C33 2.968 1.929 -1.202
O2 1.001 0.556 -1.071
H20 2.992 0.873 -3.724
H21 1.431 1.670 -3.436
H22 1.512 -0.079 -3.621
H23 4.091 -0.460 -1.813
H24 2.646 -1.475 -1.712
H25 3.220 -0.620 -0.276
H26 3.908 2.055 -1.735
H27 3.172 1.843 -0.137
H28 2.345 2.805 -1.375